(1)
C5H6CrO4 | wB97M-V/def2-TZVPD

XYZ file:
```
16
C5H6CrO4 (wB97M-V/def2-TZVPD)
C -0.509 -0.581 -0.807
C -1.234 0.715 -0.613
H -1.114 -1.476 -0.625
H -1.768 0.367 0.353
H -1.972 0.880 -1.408
Cr 0.598 -0.779 -2.608
C -0.328 1.905 -0.492
O 0.708 1.670 0.518
C 1.087 0.482 0.804
O 0.695 -0.572 0.245
O 1.954 0.424 1.764
H -0.835 2.807 -0.138
H 0.202 2.139 -1.423
H 2.251 -0.485 1.926
C -0.012 -4.072 1.692
O 0.278 -3.423 0.814
```

Total charge = +2
Frontier orbital gap (spin up / spin down) = 0.28196 / 0.32235 Ha
2S+1 = 5
Relative energy (zero: lowest compared OMol25 entry of this formula, charge and spin) = 0.0 kcal/mol
LUMO energy (spin up / spin down) = -11.162 / -10.063 eV
HOMO level (spin up / spin down) = -0.6922 / -0.6922 Eh

Results of the natural (NBO) charge analysis, in e, for atoms 1 through 5: number 1, C, carries -0.240; number 2, C, carries -0.546; number 3, H, carries 0.260; number 4, H, carries 0.282; number 5, H, carries 0.292


(2)
C5H10N | wB97M-V/def2-TZVPD

XYZ file:
```
16
C5H10N (wB97M-V/def2-TZVPD)
C -0.101 -0.131 0.144
C -1.353 -0.436 0.006
C 0.153 1.341 -0.125
C -2.680 -0.848 0.001
C 2.393 -0.438 -0.055
N 1.001 -0.954 0.090
H 0.337 1.739 0.913
H -0.817 1.564 -0.446
H 0.841 1.446 -0.928
H -3.125 -0.742 1.027
H -2.866 -1.897 -0.376
H -3.199 -0.110 -0.721
H 3.001 -1.458 -0.044
H 2.802 0.172 -0.846
H 2.610 0.099 0.897
H 1.031 -1.885 0.581
```

Total charge = +1
Frontier orbital gap = 0.26444 Ha
Relative energy (zero: lowest compared OMol25 entry of this formula, charge and spin) = 93.1 kcal/mol
LUMO energy = -6.162 eV
HOMO level = -0.4909 Eh

Results of the natural (NBO) charge analysis, in e, for atoms 1 through 5: number 1, C, carries 0.107; number 2, C, carries 0.460; number 3, C, carries -0.578; number 4, C, carries -0.788; number 5, C, carries -0.435


Question: The highest relative energy (zero: lowest compared OMol25 entry of this formula, charge and spin) belongs to which entry?
Answer: C5H10N


Question: What is the relative energy (zero: lowest compared OMol25 entry of this formula, charge and spin) in the first record?
Answer: 0.0 kcal/mol


Question: Look up the total charge of the first one.
Answer: +2


Repeat the first record exactly.
C5H6CrO4 | wB97M-V/def2-TZVPD

XYZ file:
```
16
C5H6CrO4 (wB97M-V/def2-TZVPD)
C -0.509 -0.581 -0.807
C -1.234 0.715 -0.613
H -1.114 -1.476 -0.625
H -1.768 0.367 0.353
H -1.972 0.880 -1.408
Cr 0.598 -0.779 -2.608
C -0.328 1.905 -0.492
O 0.708 1.670 0.518
C 1.087 0.482 0.804
O 0.695 -0.572 0.245
O 1.954 0.424 1.764
H -0.835 2.807 -0.138
H 0.202 2.139 -1.423
H 2.251 -0.485 1.926
C -0.012 -4.072 1.692
O 0.278 -3.423 0.814
```

Total charge = +2
Frontier orbital gap (spin up / spin down) = 0.28196 / 0.32235 Ha
2S+1 = 5
Relative energy (zero: lowest compared OMol25 entry of this formula, charge and spin) = 0.0 kcal/mol
LUMO energy (spin up / spin down) = -11.162 / -10.063 eV
HOMO level (spin up / spin down) = -0.6922 / -0.6922 Eh

Results of the natural (NBO) charge analysis, in e, for atoms 1 through 5: number 1, C, carries -0.240; number 2, C, carries -0.546; number 3, H, carries 0.260; number 4, H, carries 0.282; number 5, H, carries 0.292